Version one
DFT (ωB97M-V/def2-TZVPD) results for a cluster of 2 separate species, C3H7FO in total.

Properties
- HOMO energy: -10.032 eV
- Gap between HOMO and LUMO: 9.3927 eV
- E_LUMO: -0.023 Eh

```
! wB97M-V def2-TZVPD RIJCOSX def2/J DEFGRID3
* xyz 0 1
F -1.573 -0.076 -0.570
O 1.154 -1.110 -0.343
C 0.676 1.247 -0.113
C -0.859 -0.243 0.686
C 0.615 -0.096 0.467
H -1.353 0.593 1.279
H -0.370 1.685 -0.721
H 0.753 1.834 0.842
H 1.050 0.031 -1.519
H 1.263 -0.132 1.467
H -0.805 -1.233 0.991
H 1.797 1.338 -0.703
*
```

Version two
DFT (ωB97M-V/def2-TZVPD) results for the molecule C3H7FO.

Properties
- HOMO energy: -10.392 eV
- SMILES: C[C@H](O)CF
- Gap between HOMO and LUMO: 11.3988 eV
- E_LUMO: 0.037 Eh

```
! wB97M-V def2-TZVPD RIJCOSX def2/J DEFGRID3
* xyz 0 1
F 0.560 -1.021 -1.151
O 0.057 -0.186 1.519
C -0.651 -0.777 -0.630
C -0.498 0.366 0.319
C 0.407 1.598 -0.038
H -1.378 -0.506 -1.418
H 1.340 1.198 0.188
H -0.937 -1.740 0.005
H 0.116 2.480 0.512
H 1.018 -0.393 1.469
H -1.557 0.719 0.661
H 0.355 1.795 -1.109
*
```

Stability verdict: version two, ahead by 119.6 kcal/mol

Version one
DFT (ωB97M-V/def2-TZVPD) results for a cluster of 2 separate species, CH3ClFP in total.

Properties
- HOMO energy (spin up / spin down): -9.201 / -8.972 eV
- Gap between HOMO and LUMO (spin up / spin down): 8.1233 / 8.0435 eV
- E_LUMO (spin up / spin down): -0.040 / -0.034 Eh

```
! wB97M-V def2-TZVPD RIJCOSX def2/J DEFGRID3
* xyz 0 1
Cl 1.779 1.279 0.352
P -1.712 0.214 0.542
F 1.221 -1.206 0.881
C 0.879 -0.283 -0.009
H 1.019 -0.668 -1.030
H -1.101 1.139 -0.178
H -2.086 -0.475 -0.558
*
```

Version two
DFT (ωB97M-V/def2-TZVPD) results for a cluster of 2 separate species, CH3ClFP in total.

Properties
- HOMO energy (spin up / spin down): -8.714 / -8.717 eV
- Gap between HOMO and LUMO (spin up / spin down): 7.3487 / 8.8842 eV
- E_LUMO (spin up / spin down): -0.050 / 0.006 Eh

```
! wB97M-V def2-TZVPD RIJCOSX def2/J DEFGRID3
* xyz 0 1
Cl 1.317 -0.245 0.467
P 3.012 -1.305 0.817
F -2.991 0.388 0.427
C -1.818 0.585 -0.189
H 3.724 -1.063 -0.414
H -1.510 1.565 0.038
H -1.734 0.075 -1.146
*
```

Stability verdict: version two, ahead by 4.3 kcal/mol

Version one
DFT (ωB97M-V/def2-TZVPD) results for the ion H2N2O4P with charge -1.

Properties
- HOMO energy: -3.460 eV
- Gap between HOMO and LUMO: 7.7367 eV
- E_LUMO: 0.157 Eh

```
! wB97M-V def2-TZVPD RIJCOSX def2/J DEFGRID3
* xyz -1 1
P -0.607 -0.833 -1.001
O -0.147 1.044 -2.514
O 1.334 -0.559 1.840
O -2.048 -0.558 -0.701
O 0.111 1.722 -0.498
N 0.077 -0.620 1.027
N -0.018 0.851 -1.320
H 1.545 0.416 1.736
H -0.246 -1.463 1.431
*
```

Version two
DFT (ωB97M-V/def2-TZVPD) results for a cluster of 2 separate species, H2N2O4P in total.

Properties
- HOMO energy: -5.164 eV
- Gap between HOMO and LUMO: 9.0075 eV
- E_LUMO: 0.141 Eh

```
! wB97M-V def2-TZVPD RIJCOSX def2/J DEFGRID3
* xyz -1 1
P 1.719 -0.180 -0.020
O 2.707 0.103 -1.022
O -2.734 -1.424 -0.436
O 1.626 -1.305 0.829
O -1.902 0.326 0.577
N 0.528 0.917 0.245
N -1.745 -0.647 -0.323
H 0.419 1.563 -0.497
H -0.618 0.646 0.646
*
```

Version three
DFT (ωB97M-V/def2-TZVPD) results for the ion H2N2O4P with charge -1.

Properties
- HOMO energy: -4.424 eV
- Gap between HOMO and LUMO: 8.5255 eV
- E_LUMO: 0.151 Eh

```
! wB97M-V def2-TZVPD RIJCOSX def2/J DEFGRID3
* xyz -1 1
P -2.060 -1.030 -0.760
O -2.658 -1.512 0.467
O -3.713 0.855 -1.699
O -2.093 1.781 -0.672
O 1.094 0.197 -0.119
N -0.230 -0.559 -0.083
N -2.681 0.777 -1.047
H -0.673 -0.444 0.786
H 0.997 1.182 -0.285
*
```

Version four
DFT (ωB97M-V/def2-TZVPD) results for a cluster of 2 separate species, H2N2O4P in total.

Properties
- HOMO energy (spin up / spin down): -4.769 / -2.613 eV
- Gap between HOMO and LUMO (spin up / spin down): 8.5306 / 6.0642 eV
- E_LUMO (spin up / spin down): 0.138 / 0.127 Eh

```
! wB97M-V def2-TZVPD RIJCOSX def2/J DEFGRID3
* xyz -1 1
P 1.453 -0.955 -0.641
O 0.740 1.658 -0.504
O 1.853 0.910 1.211
O 1.673 -1.801 0.549
O -2.408 0.260 0.043
N 1.300 0.766 0.107
N -1.225 -0.715 -0.034
H -1.817 1.087 0.168
H -1.569 -1.209 -0.899
*
```

Stability verdict: version two, ahead by 92.0 kcal/mol

Version one
DFT (ωB97M-V/def2-TZVPD) results for a structure of composition C40H38BiBrI2N11O2Sb.

Properties
- HOMO energy: -8.291 eV
- Gap between HOMO and LUMO: 7.3603 eV
- E_LUMO: -0.034 Eh

```
! wB97M-V def2-TZVPD RIJCOSX def2/J DEFGRID3
* xyz 0 1
Bi -0.401 -1.551 0.256
I -0.708 -3.947 -2.290
I 2.255 -1.812 -2.427
Sb -1.257 0.811 -1.650
Br 1.957 -4.243 0.400
O -1.310 0.649 4.113
O -0.518 -0.009 1.685
N -3.244 -0.524 -0.306
N 1.931 -1.388 1.873
N -1.799 -4.224 3.459
N 0.073 -3.524 2.685
N -4.474 -0.598 -0.003
N -2.565 -1.487 0.358
N -0.478 -4.242 3.573
N -4.697 -1.573 0.854
N 1.638 -0.297 2.585
N -0.885 -2.968 1.909
N -3.285 -3.133 1.954
C -2.413 2.644 -1.371
C 5.212 -3.775 2.976
C 1.769 2.253 -1.480
C -0.127 4.053 4.453
C 5.887 -4.673 3.805
C -0.568 1.753 3.896
C -3.473 4.352 -0.070
C -2.815 3.302 -2.521
C 4.160 -4.239 2.088
C 5.609 -2.436 2.977
C 0.225 2.611 -5.455
C -2.632 -0.056 -3.107
C -3.871 5.007 -1.220
C 0.435 1.804 2.919
C -3.981 0.184 -2.873
C 0.684 0.626 1.999
C 7.252 -2.894 4.660
C -3.266 -1.584 -4.844
C 1.983 2.950 -3.874
C -0.837 2.890 4.659
C -2.271 2.536 1.143
C -3.510 -2.110 1.097
C 1.144 2.983 2.733
C 0.868 4.104 3.490
C -3.530 4.485 -2.455
C 2.659 -2.306 2.396
C -2.043 -3.430 2.432
C -4.603 -1.398 -4.552
C 6.887 -4.230 4.649
C -0.022 1.819 -3.187
C -4.964 -0.485 -3.575
C -2.265 -0.920 -4.137
C -0.510 1.968 -4.475
C -2.729 3.179 -0.125
C 1.312 -3.651 -3.000
C 1.487 3.090 -5.157
C 1.232 2.338 -2.879
C -0.846 -1.128 -4.581
C 6.618 -2.001 3.813
C 3.078 -3.516 1.751
H -4.075 -3.464 2.491
H -1.625 2.835 5.395
H -2.978 -2.277 -5.625
H 5.611 -5.720 3.795
H 8.044 -2.553 5.311
H -1.181 2.526 1.178
H -4.447 5.920 -1.148
H 2.081 3.576 -5.919
H -2.564 2.887 -3.486
H -0.667 -2.177 -4.815
H 1.290 -3.674 -4.086
H -0.137 -0.782 -3.830
H 1.025 2.634 -0.776
H 5.152 -1.745 2.282
H 1.683 -0.354 3.600
H -1.225 0.080 3.319
H -1.486 1.574 -4.727
H -0.652 -0.555 -5.493
H 1.912 3.016 1.970
H -6.006 -0.312 -3.343
H 2.008 1.216 -1.224
H -0.185 2.734 -6.448
H 3.024 -2.216 3.425
H -5.356 -1.963 -5.085
H 2.677 2.845 -1.379
H 2.970 3.325 -3.640
H -4.269 0.888 -2.103
H -3.740 4.757 0.898
H 1.917 -4.456 -2.594
H -0.354 4.930 5.039
H 7.389 -4.933 5.300
H -3.826 4.988 -3.366
H -2.619 1.505 1.205
H 4.295 -5.223 1.653
H -2.628 3.075 2.019
H 1.159 0.993 1.066
H 6.913 -0.961 3.794
H 1.413 5.021 3.316
*
```

Version two
DFT (ωB97M-V/def2-TZVPD) results for a structure of composition C40H38BiBrI2N11O2Sb.

Properties
- HOMO energy: -8.231 eV
- Gap between HOMO and LUMO: 5.9622 eV
- E_LUMO: -0.083 Eh

```
! wB97M-V def2-TZVPD RIJCOSX def2/J DEFGRID3
* xyz 0 1
Bi 0.147 -1.549 1.039
I -0.666 -4.999 -0.403
I -2.939 -2.525 -1.797
Sb 0.397 0.945 -2.058
Br -3.517 -2.669 1.625
O -0.589 3.740 3.330
O 1.183 0.334 1.437
N -0.700 1.105 2.713
N 3.757 -2.929 -1.364
N 2.540 -2.567 -1.219
N 1.597 -2.721 2.733
N 1.215 -3.548 3.795
N -1.484 -0.032 2.199
N 2.246 -3.960 4.411
N 4.495 -2.770 -0.225
N 3.868 -2.164 1.994
N 2.359 -2.118 0.053
N 3.394 -3.467 3.879
C 0.365 1.438 1.798
C 0.028 -0.971 -4.518
C -0.482 2.914 -1.916
C 4.585 1.360 -0.832
C 4.798 1.899 -3.165
C -2.626 -4.578 -1.390
C -1.633 0.707 -5.996
C -2.411 4.321 -1.282
C 2.832 1.759 -4.775
C -5.701 -5.784 4.623
C 1.024 -1.800 -3.739
C 2.913 4.695 3.128
C -0.292 5.321 -1.831
C 0.257 4.069 -2.131
C 2.949 -2.769 2.855
C 1.589 4.698 3.504
C -4.293 -5.774 5.002
C 3.558 -2.326 0.631
C -4.321 -3.366 4.632
C -1.625 5.446 -1.452
C -2.374 -0.393 3.136
C -1.029 1.176 -4.833
C 1.266 2.567 2.351
C -0.538 -1.447 -5.739
C 3.387 1.651 -3.363
C -5.690 -3.401 4.300
C 0.720 3.674 3.086
C -3.537 -2.147 4.435
C 3.229 1.149 -1.004
C -3.122 -1.610 3.214
C -1.837 3.039 -1.514
C -1.433 -0.601 -6.428
C -3.647 -4.570 5.031
C 5.363 1.817 -1.907
C 2.608 2.539 2.056
C -2.733 1.830 -1.441
C 2.628 1.291 -2.247
C -6.392 -4.593 4.335
C -0.191 0.363 -4.102
C 3.413 3.649 2.357
H -3.792 -6.677 5.272
H 4.865 -2.397 2.220
H -3.777 2.098 -1.197
H 0.323 6.229 -1.993
H -3.402 -4.841 -0.674
H 3.716 2.036 -5.386
H 0.829 -2.853 -3.985
H 2.652 0.932 -0.082
H 0.998 -1.706 -2.636
H -6.196 -2.526 3.915
H 3.078 1.671 1.619
H -1.217 2.183 -4.514
H -6.146 -6.759 4.442
H -0.154 0.721 3.518
H -3.213 -1.578 5.319
H 2.103 2.583 -4.885
H -7.492 -4.549 4.164
H 3.566 5.527 3.434
H -2.564 -5.111 -2.322
H 2.108 -1.600 -3.963
H 5.018 1.267 0.158
H -2.074 6.461 -1.288
H 5.426 2.171 -4.034
H -2.785 1.315 -2.439
H -0.992 2.827 3.154
H -2.196 1.341 -6.674
H -0.098 1.808 0.845
H -2.574 -4.501 5.224
H 6.425 2.086 -1.744
H -2.416 1.096 -0.700
H 2.386 0.836 -5.161
H -3.393 4.369 -0.847
H 1.344 3.989 -2.392
H -2.003 -0.916 -7.310
H 4.411 3.754 1.896
H -0.300 -2.467 -6.013
H 1.233 5.522 4.092
H -2.606 0.308 3.958
*
```

Stability verdict: version one, ahead by 83.3 kcal/mol